Run i
C5H9O7 | ωB97M-V with the def2-TZVPD basis set

Computed properties:
* E_HOMO (spin up / spin down): -9.854 / -9.866 eV
* 2S+1: 2
* <S²>: 0.75
* orbital gap (spin up / spin down): 10.30 / 8.51 eV
* charge: 0

Element x y z (Å)
1 H 2.837 2.982 0.214
2 O 2.388 2.170 0.521
3 O 1.219 2.175 -0.394
4 C 1.268 0.881 -0.926
5 C 0.581 -0.228 -0.069
6 C -0.948 -0.400 -0.053
7 C -1.393 -1.842 -0.066
8 C -1.687 0.439 -1.059
9 O -1.331 1.467 -1.620
10 O -1.350 0.216 1.214
11 O -2.748 0.227 1.214
12 H 1.884 -0.966 2.681
13 O 1.124 -0.012 1.224
14 O 1.300 -1.283 1.960
15 H 0.780 1.025 -1.887
16 H 2.310 0.583 -1.137
17 H 0.990 -1.139 -0.500
18 H -1.293 -2.299 -1.052
19 H -0.730 -2.370 0.623
20 H -2.448 -1.870 0.232
21 H -2.753 0.245 -1.120

Run ii
C5H9O7 | ωB97M-V with the def2-TZVPD basis set

Computed properties:
* E_HOMO (spin up / spin down): -7.365 / -10.039 eV
* 2S+1: 2
* <S²>: 0.75
* orbital gap (spin up / spin down): 6.46 / 9.18 eV
* charge: 0

Element x y z (Å)
1 H 2.702 -0.482 0.475
2 C 0.711 1.540 1.355
3 O 1.389 1.892 2.216
4 C -0.175 0.238 0.909
5 C -1.385 0.242 1.809
6 C -0.498 0.474 -0.620
7 C -1.134 -0.791 -1.366
8 O -0.343 -1.953 -1.248
9 O 0.866 -1.716 -2.083
10 O -1.197 1.672 -0.846
11 O -2.695 1.461 -0.575
12 O 0.615 -0.879 1.226
13 O 1.941 -1.144 0.337
14 H -2.019 1.095 1.513
15 H -1.945 -0.703 1.732
16 H -0.989 0.382 2.835
17 H 0.451 0.592 -1.158
18 H -2.086 -1.000 -0.854
19 H -1.360 -0.554 -2.431
20 H 1.513 -1.484 -1.348
21 H -3.089 2.330 -0.840

Which is the most stable structure? run i is the most stable.

Run i
C4H4O2S | ωB97M-V with the def2-TZVPD basis set

Computed properties:
* E_HOMO: -7.702 eV
* 2S+1: 1
* orbital gap: 8.39 eV
* charge: 0

Element x y z (Å)
1 C 1.155 -0.515 -0.007
2 C 1.023 0.836 -0.034
3 C -0.385 1.137 0.047
4 C -1.016 -0.091 0.116
5 H 1.878 -2.153 -0.165
6 H 1.860 1.525 -0.156
7 H -0.863 2.128 0.140
8 H -3.255 0.338 -0.068
9 O 2.260 -1.270 -0.014
10 O -0.031 -1.108 0.175
11 S -2.625 -0.827 -0.035

Run ii
C4H4O2S | ωB97M-V with the def2-TZVPD basis set

Computed properties:
* E_HOMO: -8.718 eV
* 2S+1: 1
* orbital gap: 9.33 eV
* charge: 0

Element x y z (Å)
1 C 0.309 -0.367 -0.001
2 C -0.522 -1.466 0.024
3 C -1.849 0.295 0.005
4 C -0.593 0.794 -0.012
5 H 2.227 -0.176 1.214
6 H -0.386 -2.511 -0.101
7 H -2.823 0.720 0.016
8 H 0.703 2.081 0.044
9 O -1.791 -1.053 0.007
10 O -0.269 2.110 -0.009
11 S 2.043 -0.256 -0.078

Run iii
C4H4O2S | ωB97M-V with the def2-TZVPD basis set

Computed properties:
* E_HOMO: -8.169 eV
* 2S+1: 1
* orbital gap: 8.72 eV
* charge: 0

Element x y z (Å)
1 C 1.571 -0.342 -0.454
2 C 0.464 -0.199 0.612
3 C -1.511 -1.069 -0.200
4 C -1.757 0.225 -0.493
5 H 1.247 -0.705 -1.480
6 H 0.993 -0.155 1.574
7 H -2.181 -1.874 -0.490
8 H -2.568 0.621 -1.094
9 O 2.687 0.070 -0.235
10 O -0.401 -1.355 0.483
11 S -0.524 1.294 0.170

Which is the most stable structure? run ii is the most stable.

Run i
C4H4O2S | ωB97M-V with the def2-TZVPD basis set

Computed properties:
* E_HOMO: -7.734 eV
* 2S+1: 1
* orbital gap: 8.36 eV
* charge: 0

Element x y z (Å)
1 C -1.096 -0.281 -0.004
2 C -0.934 1.067 -0.005
3 C 0.491 1.275 -0.009
4 C 1.058 0.057 -0.007
5 H -1.912 -1.965 0.020
6 H -1.725 1.826 0.004
7 H 1.005 2.236 0.017
8 H 2.454 -1.766 0.000
9 O -2.189 -1.058 -0.006
10 O 0.102 -0.928 -0.008
11 S 2.747 -0.464 -0.004

Run ii
C4H4O2S | ωB97M-V with the def2-TZVPD basis set

Computed properties:
* E_HOMO: -7.621 eV
* 2S+1: 1
* orbital gap: 8.11 eV
* charge: 0

Element x y z (Å)
1 C -0.390 0.561 -0.989
2 C -1.410 0.137 -0.241
3 C -0.663 -0.592 0.720
4 C 0.752 -0.547 0.486
5 H 0.603 1.954 -2.108
6 H -2.438 0.601 0.002
7 H -1.079 -0.873 1.683
8 H 1.897 -1.574 2.229
9 O -0.428 1.407 -2.065
10 O 0.885 0.208 -0.647
11 S 2.272 -1.282 0.930

Run iii
C4H4O2S | ωB97M-V with the def2-TZVPD basis set

Computed properties:
* E_HOMO: -9.567 eV
* 2S+1: 1
* orbital gap: 7.94 eV
* charge: 0

Element x y z (Å)
1 C -2.450 -0.038 0.086
2 C -1.186 -0.423 -0.220
3 C 1.192 -0.242 0.037
4 C 2.176 0.912 -0.019
5 H -3.265 -0.768 -0.172
6 H -2.392 0.812 0.769
7 H -1.072 -1.461 -0.620
8 H 3.384 0.655 -0.242
9 O -0.116 0.238 0.272
10 O 1.809 2.059 0.005
11 S 1.920 -1.745 0.105

Run iv
C4H4O2S | ωB97M-V with the def2-TZVPD basis set

Computed properties:
* E_HOMO: -9.083 eV
* 2S+1: 1
* orbital gap: 9.41 eV
* charge: 0

Element x y z (Å)
1 C 0.381 0.757 0.775
2 C 0.673 0.853 -0.589
3 C 0.023 -0.304 1.456
4 C 0.275 -0.158 -1.361
5 O -1.954 -1.043 -0.750
6 O 0.023 -1.523 0.920
7 S -0.620 -1.602 -0.702
8 H 0.350 1.728 1.180
9 H 1.042 1.706 -1.090
10 H -0.325 -0.177 2.565
11 H 0.132 -0.237 -2.404

Which is the most stable structure? run i is the most stable.

Run i
C3H4FNO2 | ωB97M-V with the def2-TZVPD basis set

Computed properties:
* E_HOMO: -10.240 eV
* 2S+1: 1
* orbital gap: 10.58 eV
* charge: 0

Element x y z (Å)
1 C -0.103 -0.906 -0.080
2 C -1.187 0.070 0.309
3 C -0.131 1.124 0.159
4 H 2.770 -0.147 0.044
5 H -0.009 -1.812 0.604
6 H -0.264 -1.156 -1.146
7 H -1.584 -0.146 1.291
8 N 0.852 0.163 0.176
9 O 2.025 0.278 -0.577
10 O -0.185 2.325 -0.125
11 F -2.184 0.207 -0.656

Run ii
C3H4FNO2 | ωB97M-V with the def2-TZVPD basis set

Computed properties:
* E_HOMO: -9.226 eV
* 2S+1: 1
* orbital gap: 9.48 eV
* charge: 0

Element x y z (Å)
1 C 0.045 -0.607 0.846
2 C 0.202 0.956 -1.088
3 C 0.368 -0.544 -0.625
4 N -0.312 -0.464 2.059
5 O -1.526 -0.672 1.427
6 O -0.047 -0.396 3.244
7 F -0.446 -1.347 -1.363
8 H -0.862 1.150 -1.517
9 H 0.373 1.592 -0.250
10 H 0.807 1.137 -1.892
11 H 1.398 -0.804 -0.841

Run iii
C3H4FNO2 | ωB97M-V with the def2-TZVPD basis set

Computed properties:
* E_HOMO: -10.488 eV
* 2S+1: 1
* orbital gap: 10.87 eV
* charge: 0

Element x y z (Å)
1 C 0.121 -0.518 -0.612
2 C 1.079 -0.107 -1.391
3 C -0.508 0.604 0.283
4 N -0.719 -0.132 1.558
5 O 0.177 -0.241 2.284
6 O -1.872 -0.514 1.692
7 F 1.803 -0.822 -2.199
8 H -0.323 -1.492 -0.380
9 H 1.331 0.910 -1.430
10 H -1.394 0.932 -0.041
11 H 0.306 1.380 0.238

Run iv
C3H4FNO2 | ωB97M-V with the def2-TZVPD basis set

Computed properties:
* E_HOMO: -9.166 eV
* 2S+1: 1
* orbital gap: 9.73 eV
* charge: 0

Element x y z (Å)
1 C -1.714 0.711 0.515
2 C -2.271 1.158 -0.467
3 C 0.672 -0.009 -0.645
4 N 1.206 -0.897 0.049
5 O 1.169 -2.121 -0.043
6 O 2.043 -0.374 1.067
7 F -2.695 1.859 -1.417
8 H -1.401 -0.088 1.147
9 H 2.130 -0.838 1.908
10 H 0.754 0.971 -0.552
11 H 0.107 -0.371 -1.563

Which is the most stable structure? run i is the most stable.